(1)
Molecular formula: CH6S3
Method: DFT, ωB97M-V/def2-TZVPD

Summary:
SMILES	CS.SS
energy	-1236.2244	a.u.

Geometry (Å):
C1 -2.528 -0.455 -0.323
S1 -1.145 0.674 -0.365
H1 -3.454 0.118 -0.315
H2 -2.468 -1.223 0.457
H3 -2.532 -0.947 -1.341
H4 -0.259 -0.080 0.339
S2 2.784 1.473 0.311
S3 3.973 -0.254 -0.025
H5 1.510 1.105 -0.064
H6 4.119 -0.410 1.325

=====

(2)
Molecular formula: C6H10O
Method: DFT, ωB97M-V/def2-TZVPD

Summary:
energy	-309.4698	a.u.
2S+1	2
⟨S²⟩	0.760
total charge	+1

Geometry (Å):
O1 0.955 -0.249 -2.586
C1 0.320 0.122 -1.655
C2 -0.757 -0.736 -1.000
C3 -1.222 -0.056 0.334
C4 -0.099 0.286 1.237
C5 -0.266 1.454 1.967
C6 1.011 -0.711 1.376
H1 0.545 1.088 -1.162
H2 -0.360 -1.731 -0.850
H3 -1.626 -0.883 -1.647
H4 -1.838 0.773 -0.010
H5 -1.839 -0.895 0.688
H6 0.138 1.696 2.946
H7 -1.164 2.042 1.807
H8 1.219 -0.840 2.438
H9 0.882 -1.647 0.848
H10 1.945 -0.274 1.002